Record 1
{"formula": "C17H38B3O9PS", "method": "wB97M-V/def2-TZVPD", "homo_ev": -9.38, "gap_ev": 9.4, "total_charge": 0, "multiplicity": 1, "e_tot_ev": -58833.016, "species": ["C", "C", "B", "O", "B", "S", "O", "B", "P", "O", "O", "H", "H", "H", "H", "H", "H", "H", "H", "C", "C", "O", "C", "H", "H", "H", "H", "H", "H", "C", "C", "O", "C", "H", "H", "H", "H", "H", "H", "C", "C", "O", "C", "H", "H", "H", "H", "H", "H", "C", "C", "O", "C", "H", "H", "H", "H", "H", "H", "C", "C", "O", "C", "H", "H", "H", "H", "H", "H"], "xyz": [[-1.283, -0.110, 2.750], [-0.541, 0.953, 1.914], [0.346, 1.841, 2.808], [-0.029, 2.350, 4.054], [0.909, 2.363, 5.051], [0.433, 2.268, 6.836], [2.259, 2.291, 4.741], [2.452, 1.655, 3.529], [3.565, 0.066, 3.322], [4.662, 0.175, 2.328], [1.700, 2.050, 2.466], [-0.607, -0.936, 2.959], [-1.572, 0.294, 3.718], [-2.144, -0.510, 2.224], [-1.200, 1.509, 1.253], [0.153, 0.438, 1.251], [-0.057, 3.499, 6.990], [3.962, -0.307, 4.622], [2.631, -0.936, 2.978], [-1.494, 2.085, -3.364], [-0.625, 1.496, -2.284], [-0.881, 1.620, -1.107], [0.604, 0.742, -2.727], [-2.338, 2.605, -2.919], [-0.915, 2.785, -3.967], [-1.864, 1.301, -4.024], [1.264, 1.391, -3.304], [0.323, -0.101, -3.359], [1.136, 0.376, -1.851], [2.326, -3.996, 4.043], [0.916, -4.014, 3.500], [0.204, -3.040, 3.563], [0.435, -5.304, 2.884], [2.536, -3.013, 4.457], [2.428, -4.744, 4.831], [3.043, -4.220, 3.252], [0.480, -6.108, 3.620], [1.075, -5.577, 2.043], [-0.588, -5.188, 2.537], [-5.254, -2.866, 1.546], [-4.544, -3.976, 2.284], [-4.341, -5.051, 1.771], [-4.096, -3.672, 3.693], [-5.522, -3.203, 0.548], [-6.156, -2.574, 2.086], [-4.604, -1.992, 1.471], [-4.954, -3.415, 4.317], [-3.400, -2.831, 3.688], [-3.599, -4.544, 4.110], [5.154, 1.039, -2.886], [4.197, 0.043, -3.493], [3.401, 0.361, -4.347], [4.276, -1.372, -2.973], [5.000, 2.016, -3.337], [4.991, 1.105, -1.809], [6.183, 0.720, -3.056], [4.084, -1.384, -1.898], [5.273, -1.779, -3.146], [3.539, -1.990, -3.481], [-1.226, 4.240, -7.129], [-2.548, 4.202, -6.399], [-2.955, 3.191, -5.879], [-3.333, 5.491, -6.351], [-0.760, 3.258, -7.093], [-1.380, 4.529, -8.169], [-0.563, 4.973, -6.666], [-3.565, 5.827, -7.363], [-2.746, 6.269, -5.859], [-4.258, 5.335, -5.801]], "atomic_forces_ev_per_a": [[0.323, 0.232, 0.103], [0.044, -0.437, 0.115], [0.044, 0.895, -0.337], [0.004, -0.549, 0.025], [-0.142, 0.742, 0.384], [0.275, -0.082, 0.207], [-0.200, -1.059, 0.132], [0.438, 0.835, -0.097], [0.355, 0.147, -0.305], [0.301, 0.060, -0.151], [-0.206, -0.909, 0.070], [-0.052, -0.139, 0.013], [-0.373, 0.000, -0.004], [-0.147, -0.005, 0.017], [-0.144, 0.174, 0.053], [-0.057, 0.076, -0.298], [-0.227, 0.113, -0.257], [-0.105, -0.084, 0.081], [-0.225, -0.016, 0.282], [-0.047, -0.003, 0.256], [0.161, -0.053, 0.026], [-0.147, 0.097, -0.063], [-0.047, 0.011, 0.113], [-0.011, 0.006, -0.010], [0.019, -0.065, -0.085], [0.054, 0.036, -0.097], [-0.023, -0.054, -0.104], [0.042, 0.045, -0.098], [0.004, -0.003, 0.002], [-0.148, 0.165, 0.015], [0.071, -0.147, -0.006], [-0.004, 0.103, 0.029], [-0.115, 0.092, -0.018], [0.032, -0.004, 0.020], [0.067, -0.073, -0.063], [0.011, -0.095, 0.033], [0.073, -0.033, -0.027], [0.046, -0.057, 0.041], [-0.005, 0.002, -0.001], [0.006, -0.115, -0.097], [-0.007, 0.068, 0.029], [0.022, -0.042, -0.025], [0.092, -0.163, -0.024], [0.000, -0.004, -0.006], [0.033, 0.066, 0.037], [-0.031, 0.038, 0.063], [0.013, 0.114, -0.020], [-0.062, 0.060, 0.044], [0.007, -0.006, 0.003], [-0.095, 0.082, -0.093], [0.050, -0.011, 0.069], [-0.011, 0.012, -0.033], [-0.120, -0.006, -0.102], [-0.001, 0.005, -0.007], [0.065, -0.056, 0.021], [0.011, -0.033, 0.078], [0.086, 0.003, 0.023], [0.028, 0.013, 0.080], [-0.005, -0.001, -0.007], [-0.016, -0.137, 0.058], [0.031, 0.068, -0.046], [-0.044, -0.035, -0.002], [-0.080, -0.100, 0.073], [0.000, -0.007, 0.000], [0.021, 0.077, 0.009], [-0.015, 0.059, -0.055], [0.060, 0.054, -0.005], [0.026, 0.034, -0.068], [-0.006, -0.005, 0.004]]}

=====

Record 2
{"formula": "C5H7FN2", "method": "wB97M-V/def2-TZVPD", "homo_ev": -8.99, "gap_ev": 9.5, "total_charge": 0, "multiplicity": 1, "e_above_lowest_kcal_mol": 36.1, "e_tot_ev": -10994.741, "smiles": "[H]/N=C1\\C=C[C@@H](F)CN1", "species": ["C", "C", "C", "C", "C", "H", "H", "H", "H", "H", "H", "H", "N", "N", "F"], "xyz": [[1.480, -0.027, -0.334], [0.638, -1.200, -0.586], [-1.363, 0.026, -0.036], [-0.551, 1.218, -0.222], [0.757, 1.226, -0.432], [2.331, -0.056, -1.000], [0.411, -1.249, -1.665], [1.138, -2.126, -0.336], [-1.237, -1.778, 0.224], [-3.116, 0.877, 0.391], [-0.878, 2.293, -0.027], [1.332, 2.201, -0.539], [-0.588, -1.050, 0.153], [-2.647, -0.075, 0.294], [1.876, 0.027, 1.055]], "atomic_forces_ev_per_a": [[1.294, 0.384, 0.856], [-1.036, -0.832, -0.554], [-2.713, 1.573, 2.326], [-0.186, 3.959, 0.026], [0.013, 1.597, -0.602], [0.685, -0.067, 0.297], [0.330, 0.074, 0.031], [0.091, -0.132, 0.308], [-0.368, -2.102, 0.247], [1.037, -1.533, -0.524], [-0.720, -1.822, -0.573], [-0.809, -1.476, 0.321], [0.208, -0.689, -0.349], [1.650, 1.764, -0.772], [0.524, -0.698, -1.038]]}

=====

Record 3
{"formula": "C4H13N2S", "method": "wB97M-V/def2-TZVPD", "homo_ev": [-9.13, -9.08], "s_squared": 0.753, "gap_ev": [10.0, 6.8], "total_charge": 0, "multiplicity": 2, "e_above_lowest_kcal_mol": 0.0, "e_tot_ev": -18172.970, "species": ["N", "C", "N", "H", "H", "H", "H", "H", "H", "C", "C", "C", "S", "H", "H", "H", "H", "H", "H", "H"], "xyz": [[-1.104, 1.160, -2.029], [-0.191, 2.170, -1.494], [-0.621, 2.917, -0.297], [-1.301, 0.529, -1.248], [-2.010, 1.559, -2.261], [0.729, 1.670, -1.198], [0.030, 2.858, -2.308], [-1.533, 3.344, -0.454], [-0.856, 2.204, 0.403], [0.498, -2.970, 0.953], [1.091, -1.627, 0.564], [0.560, -0.454, 1.388], [-1.223, -0.226, 1.180], [0.641, -3.148, 2.020], [0.946, -3.779, 0.378], [-0.569, -3.018, 0.726], [2.180, -1.652, 0.670], [0.895, -1.426, -0.494], [1.015, 0.487, 1.063], [0.823, -0.599, 2.437]], "atomic_forces_ev_per_a": [[-0.009, -0.196, 0.738], [-0.450, 0.196, -0.001], [-0.462, -0.605, -0.025], [-0.013, -0.189, -0.423], [0.175, 0.193, -0.122], [0.127, -0.079, -0.219], [0.131, 0.200, 0.147], [0.203, 0.204, -0.264], [0.311, 0.325, 0.063], [-0.108, 0.039, -0.054], [0.166, 0.248, -0.390], [-0.193, -0.551, -0.267], [0.268, 0.030, 0.334], [-0.018, -0.176, -0.017], [0.184, -0.027, 0.121], [-0.051, 0.157, 0.142], [-0.018, -0.025, 0.068], [-0.013, -0.013, 0.032], [-0.008, 0.080, 0.037], [-0.224, 0.190, 0.099]]}

=====

Record 4
{"formula": "C2H4N2O", "method": "wB97M-V/def2-TZVPD", "homo_ev": -8.42, "gap_ev": 9.1, "total_charge": 0, "multiplicity": 1, "e_above_lowest_kcal_mol": 78.7, "e_tot_ev": -7163.067, "smiles": "Oc1c[nH][nH]1", "species": ["C", "C", "N", "N", "O", "H", "H", "H", "H"], "xyz": [[-0.123, -0.264, -1.084], [-0.482, 0.450, -0.025], [0.873, -0.999, -0.321], [0.633, -0.035, 0.799], [-1.428, 1.390, 0.370], [-0.380, -0.558, -2.027], [1.810, -0.856, -0.672], [0.176, -0.505, 1.650], [-1.079, 1.378, 1.310]], "atomic_forces_ev_per_a": [[0.588, -0.434, 1.904], [0.271, 0.857, -0.474], [-0.637, 0.094, 0.724], [-1.977, -0.067, 0.778], [2.442, -1.830, 1.643], [-0.880, -0.121, -2.239], [0.378, 0.257, 0.126], [1.268, 0.104, -1.519], [-1.451, 1.139, -0.943]]}

=====

Record 5
{"formula": "C25H19IrN8OS3", "method": "wB97M-V/def2-TZVPD", "homo_ev": -12.57, "gap_ev": 5.4, "total_charge": 2, "multiplicity": 1, "e_above_lowest_kcal_mol": 6.5, "e_tot_ev": -75531.574, "species": ["Ir", "C", "C", "N", "N", "C", "S", "N", "N", "H", "H", "H", "H", "H", "H", "S", "N", "C", "C", "C", "C", "C", "N", "C", "C", "N", "C", "C", "C", "C", "C", "N", "H", "H", "H", "H", "H", "H", "C", "C", "O", "S", "C", "C", "C", "C", "C", "C", "C", "C", "H", "H", "H", "H", "H", "H", "H"], "xyz": [[-0.095, -0.544, -0.493], [-2.156, 0.661, 3.957], [-2.734, 0.412, 2.619], [-3.891, 0.793, 2.187], [-3.960, 0.361, 0.891], [-2.879, -0.284, 0.494], [-2.450, -1.043, -0.991], [-2.088, -0.267, 1.595], [-0.798, -0.822, 1.522], [-2.881, 1.215, 4.548], [-1.242, 1.255, 3.881], [-1.931, -0.276, 4.469], [-4.800, 0.530, 0.356], [-0.853, -1.810, 1.773], [-0.185, -0.319, 2.170], [4.981, -2.682, -5.485], [3.677, -1.761, -5.672], [3.104, -1.662, -4.484], [1.897, -0.915, -4.190], [1.166, -0.155, -5.108], [0.048, 0.521, -4.669], [-0.340, 0.430, -3.336], [0.347, -0.301, -2.458], [1.453, -0.956, -2.875], [2.143, -1.695, -1.847], [1.585, -1.650, -0.614], [2.200, -2.257, 0.399], [3.377, -2.971, 0.216], [3.950, -3.041, -1.036], [3.321, -2.389, -2.099], [3.796, -2.372, -3.469], [4.879, -2.991, -3.911], [1.489, -0.105, -6.140], [-0.544, 1.122, -5.345], [-1.216, 0.942, -2.964], [1.736, -2.180, 1.370], [3.835, -3.450, 1.069], [4.875, -3.576, -1.206], [8.861, 4.296, 3.882], [7.608, 3.609, 3.423], [7.562, 2.595, 2.789], [6.123, 4.510, 3.943], [4.873, 3.545, 3.150], [4.754, 2.180, 3.398], [3.798, 1.440, 2.732], [2.932, 2.058, 1.827], [3.024, 3.433, 1.614], [3.995, 4.169, 2.270], [1.984, 1.272, 1.085], [1.168, 0.624, 0.469], [9.719, 3.676, 3.637], [8.821, 4.475, 4.957], [8.949, 5.263, 3.387], [5.415, 1.703, 4.107], [3.713, 0.377, 2.919], [2.349, 3.917, 0.921], [4.082, 5.233, 2.091]], "atomic_forces_ev_per_a": [[-0.203, -0.864, 0.330], [0.018, -0.021, -0.002], [0.028, -0.043, 0.041], [-0.019, 0.019, -0.040], [-0.182, -0.095, -0.076], [0.079, -0.257, 0.224], [0.078, 0.728, 0.014], [-0.069, 0.024, -0.209], [0.078, -0.171, 0.008], [0.003, 0.004, 0.001], [-0.007, 0.007, 0.006], [-0.004, 0.003, 0.006], [0.011, 0.017, -0.009], [0.008, 0.035, 0.177], [0.098, 0.049, -0.094], [0.007, 0.001, -0.007], [-0.004, 0.012, 0.004], [0.018, -0.014, -0.001], [0.000, 0.008, -0.007], [-0.002, 0.007, 0.027], [0.004, -0.030, -0.017], [0.010, 0.003, 0.036], [0.172, 0.272, 0.007], [-0.003, -0.045, 0.094], [-0.006, 0.066, -0.008], [0.017, 0.122, 0.193], [-0.080, -0.104, -0.059], [0.013, -0.011, 0.026], [0.006, 0.034, -0.005], [-0.027, -0.043, 0.012], [0.003, 0.010, -0.028], [-0.004, -0.003, 0.015], [0.003, 0.001, 0.000], [0.009, 0.007, 0.000], [0.004, 0.002, 0.004], [0.050, 0.056, 0.027], [-0.001, -0.007, -0.004], [-0.012, -0.019, -0.006], [0.000, -0.002, 0.007], [-0.011, 0.002, -0.002], [0.004, 0.002, -0.010], [-0.032, 0.006, 0.038], [0.018, 0.000, -0.018], [-0.020, 0.004, 0.013], [-0.023, 0.011, 0.058], [0.004, -0.031, -0.101], [0.007, 0.003, 0.007], [-0.004, -0.001, 0.012], [-0.106, -0.028, 0.203], [-0.003, 0.287, -0.797], [0.000, -0.002, 0.002], [0.000, 0.004, -0.001], [0.003, -0.002, -0.003], [0.022, -0.004, -0.022], [0.024, -0.006, -0.034], [0.005, -0.001, -0.008], [0.020, -0.005, -0.022]]}

=====

Record 6
{"formula": "C6H13NO", "method": "wB97M-V/def2-TZVPD", "homo_ev": -8.87, "gap_ev": 9.7, "total_charge": 0, "multiplicity": 1, "e_above_lowest_kcal_mol": 66.1, "e_tot_ev": -9968.309, "smiles": "CC/C(=C\\CO)CN", "species": ["C", "C", "C", "C", "C", "C", "H", "H", "H", "H", "H", "H", "H", "H", "H", "H", "H", "H", "H", "N", "O"], "xyz": [[-0.595, -2.203, -0.042], [-1.114, -0.733, -0.078], [-0.102, 0.256, -0.417], [0.344, 0.381, -1.897], [0.574, 0.833, 0.590], [0.165, 0.932, 2.013], [-0.262, -2.367, -1.093], [-1.478, -2.798, 0.228], [0.235, -2.315, 0.666], [-1.810, -0.591, -0.816], [-1.640, -0.472, 0.848], [-0.304, -0.160, -2.518], [1.307, -0.191, -1.848], [-0.119, 2.279, -1.875], [1.329, 2.124, -1.847], [1.636, 1.059, 0.294], [0.186, 2.032, 2.335], [-0.899, 0.682, 2.227], [0.922, -0.738, 2.724], [0.613, 1.750, -2.364], [1.012, 0.238, 2.869]], "atomic_forces_ev_per_a": [[-0.554, 1.403, -1.014], [-0.287, -0.393, 1.640], [1.272, 0.463, 0.647], [2.674, -0.277, 2.601], [1.304, -0.140, -1.731], [-1.039, 1.783, 0.482], [-0.073, -0.639, 0.917], [0.620, -0.314, -0.198], [-0.255, -0.091, -0.222], [-2.382, -0.566, -1.936], [0.278, -0.215, -0.076], [-1.074, -0.467, -1.052], [-0.509, 0.398, -0.720], [-0.374, 0.109, -0.863], [2.933, 0.619, 1.236], [-1.017, 0.881, 0.743], [0.397, -1.352, -0.378], [0.551, -0.112, -0.541], [0.047, 1.380, 0.051], [-3.178, -0.792, -0.346], [0.665, -1.678, 0.761]]}

=====

Record 7
{"formula": "C3H3P3", "method": "wB97M-V/def2-TZVPD", "homo_ev": -8.08, "gap_ev": 6.7, "total_charge": 0, "multiplicity": 1, "e_above_lowest_kcal_mol": 108.4, "e_tot_ev": -31018.721, "species": ["C", "C", "C", "P", "P", "P", "H", "H", "H"], "xyz": [[0.642, -1.598, 0.229], [1.536, 1.111, -0.090], [-1.029, 0.583, 0.211], [1.863, -0.600, -0.278], [-0.137, 1.932, 0.094], [-1.879, -0.778, -0.154], [0.111, -2.460, -0.153], [2.266, 1.884, -0.390], [-2.376, -0.288, -1.290]], "atomic_forces_ev_per_a": [[-0.729, 1.419, -0.381], [-0.887, -0.036, -0.539], [0.132, -0.390, -0.021], [-0.356, 1.476, 0.215], [1.741, -0.941, 0.375], [0.282, -0.955, 2.335], [0.484, -0.245, 0.119], [-0.003, -0.878, 0.220], [-0.664, 0.549, -2.324]]}

=====

Record 8
{"formula": "C4H4O3", "method": "wB97M-V/def2-TZVPD", "homo_ev": -9.32, "gap_ev": 9.2, "total_charge": 0, "multiplicity": 1, "e_above_lowest_kcal_mol": 79.7, "e_tot_ev": -10351.758, "species": ["C", "C", "O", "C", "O", "C", "O", "H", "H", "H", "H"], "xyz": [[1.396, -0.681, 0.934], [0.449, 0.474, 1.011], [0.609, 1.551, 1.476], [-0.616, 0.316, -0.830], [-0.864, 0.174, 0.431], [-1.760, 0.286, -1.740], [-2.100, -0.718, -2.332], [1.559, -1.029, 1.957], [2.349, -0.326, 0.537], [1.015, -1.498, 0.321], [-2.144, 1.301, -1.985]], "atomic_forces_ev_per_a": [[0.022, -0.050, 0.047], [0.373, 0.475, 0.562], [-0.129, -0.692, -0.127], [-0.138, -0.029, 0.016], [0.169, 0.255, -0.580], [-0.114, -0.401, -0.340], [-0.019, 0.408, 0.280], [0.029, -0.008, -0.064], [-0.120, -0.027, 0.071], [0.041, 0.185, 0.111], [-0.113, -0.116, 0.026]]}